C3CaLiO6 | the ωB97M-V functional and the def2-TZVPD basis

```
11
Properties=species:S:1:pos:R:3:forces:R:3:mulliken_spin:R:1
C 1.514984 -0.814623 -0.260379 -1.0 0.0 1.7 0.107
C -0.197212 -0.780166 0.441368 1.6 0.5 -1.6 0.718
O -1.382606 0.991520 -2.012767 -0.7 -1.0 -0.5 0.000
O -0.302453 -0.769182 1.730604 1.1 -1.4 1.4 0.082
C -1.886994 0.546054 -0.994352 -0.1 2.7 -1.0 0.022
O -0.775853 0.430471 0.022019 1.1 -0.4 0.4 -0.059
O -2.979848 0.507692 -0.459184 -0.1 -0.8 0.0 0.003
O 2.133018 -1.804042 -0.718169 -0.8 0.7 -0.2 0.008
Li 3.472814 -0.456977 -1.312126 -0.8 -0.2 0.6 0.002
Ca -0.334453 1.282495 1.927187 0.0 -0.1 -0.6 0.097
O 2.102470 0.308150 -0.074891 -0.4 0.0 -0.2 0.021
```
Forces are in eV/Å.

Results
largest force on an atom = 0.056 hartree/bohr
orbital gap (alpha / beta) = 4.7 / 6.2 eV
relative energy (zero: lowest compared OMol25 entry of this formula, charge and spin) = 37.7 kcal/mol
<S²> = 0.755
E_tot = -34038.785 eV
2S+1 = 2

C3Cl3F3O | the ωB97M-V functional and the def2-TZVPD basis

```
10
Properties=species:S:1:pos:R:3:forces:R:3:lowdin_charge:R:1
C -1.375033 -0.297713 0.180363 -1.8 -0.6 -1.0 -1.192
Cl -1.285925 -2.051915 0.072653 -0.2 0.4 -0.1 0.697
C 1.519855 -0.166815 -0.168088 -3.8 3.2 -0.6 -0.540
Cl -0.443885 2.170525 -0.483116 0.5 0.8 -0.4 0.786
F 1.544075 -1.391983 0.257672 0.3 -0.3 -0.4 0.168
C -0.212857 0.585246 0.053772 2.6 -2.4 -0.6 -0.744
F 1.831826 0.007495 -1.472840 -0.2 -0.9 1.0 0.131
F 2.326759 0.587747 0.538066 0.4 0.1 0.4 0.170
Cl -3.084187 0.300589 -0.251526 1.7 -0.6 0.4 0.564
O -0.820631 0.256824 1.273047 0.4 0.4 1.4 -0.040
```
Forces are in eV/Å.

Results
largest force on an atom = 0.097 hartree/bohr
orbital gap = 11.5 eV
relative energy (zero: lowest compared OMol25 entry of this formula, charge and spin) = 34.9 kcal/mol
E_tot = -50876.033 eV

C3ClF2O2 | the ωB97M-V functional and the def2-TZVPD basis

```
8
Properties=species:S:1:pos:R:3:forces:R:3:lowdin_charge:R:1
O -1.555353 0.900059 1.153396 0.1 0.2 0.9 -0.043
C 1.247073 -0.268618 0.017448 -1.7 0.7 0.6 -0.646
O -1.848870 0.900587 -1.053864 -0.1 0.0 -1.6 -0.013
F -0.443208 -1.830357 -0.452107 0.4 0.2 0.3 0.029
F 2.267560 -1.142134 0.003699 0.1 0.2 -0.1 -0.014
C -1.324832 0.598753 -0.007546 1.0 -1.6 0.9 -0.739
Cl 1.721811 1.419274 0.432934 -0.2 -1.6 -0.4 0.597
C -0.064179 -0.577565 -0.093961 0.2 1.9 -0.6 -0.171
```
Forces are in eV/Å.

Results
largest force on an atom = 0.042 hartree/bohr
structure (SMILES) = O=C([O-])/C(F)=C(/F)Cl
net charge = -1
orbital gap = 8.3 eV
relative energy (zero: lowest compared OMol25 entry of this formula, charge and spin) = 0.0 kcal/mol
E_tot = -25163.838 eV

What is the formula in the second record?
C3Cl3F3O